# 1
This record from the OMol25 dataset describes C19H28ClO6Zr as an isolated structure. The level of theory is ωB97M-V/def2-TZVPD.

Geometry as ORCA input:
```
! wB97M-V def2-TZVPD RIJCOSX def2/J DEFGRID3
* xyz 1 1
H 3.3853 -0.3223 0.9524
H -0.6053 3.3911 -4.1713
H -3.8411 -1.7238 -1.2527
C -2.4530 -0.0942 -0.6697
H 1.2133 1.3011 1.1196
H -2.2284 2.5759 -0.9880
H -3.0960 0.8131 -0.6857
H 1.6551 -3.7405 -4.9352
O -0.5280 1.1264 -2.7341
C -1.8123 1.9946 -3.0871
H -2.5400 0.0799 -3.7974
H 1.0367 2.7242 -1.1366
H 3.0215 -2.6064 -5.0674
H 0.2960 -1.9668 -7.9815
C 1.9994 -2.8142 -5.4278
C 3.5301 0.4431 -1.1839
H -1.1237 3.6609 -1.8027
C -1.0577 2.4212 -4.3883
H -3.5444 1.5462 -4.2149
C -2.0269 3.0404 -1.9700
Cl -0.1329 -0.4336 3.1167
C -2.8664 -1.4359 -0.8511
C 0.8409 -0.9096 -6.1760
C 2.7450 1.4461 -1.8788
H 1.7956 -1.0925 -8.1802
H -2.8837 3.7168 -2.2134
O -0.3316 0.9487 2.6253
O 0.8608 -1.1736 2.3285
C -1.0630 -0.0803 -0.2888
H 0.9717 1.3792 -4.2556
C 2.9460 0.2237 0.1094
H -1.4573 2.3974 -5.4039
O -1.6617 -1.2518 2.7505
H -1.8087 -3.3793 -0.3663
H 4.4386 -0.0138 -1.5858
H -0.2259 -0.6749 -6.0933
H -3.5804 0.7899 -2.5911
H 3.0297 -2.8785 -7.3584
H -0.4819 0.3005 -4.5992
H 2.9489 1.8939 -2.8630
Zr 1.1173 -0.2632 -1.7213
C -0.1099 1.2410 -4.1590
O 0.6014 -1.8837 -0.6370
C -2.9465 1.0425 -3.4358
C 1.6963 1.8647 -0.9932
C -1.8291 -2.2929 -0.4277
H 1.3275 0.0836 -6.1968
C 1.7848 1.0828 0.2135
C 1.1987 -1.6652 -7.4581
C -0.6329 -1.4855 -0.2797
O 1.1851 -1.6744 -4.9456
H -1.4185 -1.6016 1.8498
C 1.9996 -2.8786 -6.9734
H -0.5896 0.7039 0.2877
H 1.5220 -3.7983 -7.3050
*
```

LUMO level in eV: -4.0
HOMO in eV: -9.60


# 2
This record from the OMol25 dataset describes C19H28ErIO2 as an isolated structure. The level of theory is ωB97M-V/def2-TZVPD.

Geometry as ORCA input:
```
! wB97M-V def2-TZVPD RIJCOSX def2/J DEFGRID3
* xyz 0 4
O -3.6065 -1.4263 -5.2438
C -1.7252 2.0654 -1.3697
H 0.9278 -2.7562 -2.2421
H -0.7976 -3.4527 -3.5060
H -3.8136 -3.1996 -3.3430
H 0.7220 2.3836 0.9168
H -4.4276 -3.1313 -7.5437
C 1.7524 -0.9061 -1.2413
C 0.9740 -1.4726 0.8580
C -2.8324 -2.0122 -1.8366
H -0.2889 -1.1624 -3.5734
C -1.6722 -2.8657 -3.8169
H -1.9534 2.5248 0.8178
C -2.4222 -1.3404 -7.4183
C -4.4303 0.1342 -6.9874
H 1.6317 1.9987 -1.6202
H 2.2867 -0.4064 -2.0536
H -2.7311 -4.1253 -2.3084
H -2.3225 -2.3428 -0.9059
H -5.3423 0.2395 -6.3885
H -5.7483 -1.9387 -7.2020
H -1.7869 -0.4686 -7.2168
H -4.7072 0.1202 -8.0504
I -2.2454 -0.4319 1.5926
H -2.7525 2.0812 -1.7244
H -0.1011 -3.3274 0.1782
Er -0.6601 -0.1355 -0.7456
H -1.8844 -3.1522 -4.8551
H -2.6277 -1.3788 -8.4968
C -3.7388 -1.1850 -6.6788
C 0.4917 -2.4487 -0.0692
H -0.5369 1.7390 -3.2523
O -2.0669 -0.9237 -2.4602
H -4.1950 -3.5216 -5.2271
H -1.7651 -0.7647 -4.4977
C 1.7517 -0.5253 0.1345
H 0.8243 -1.4832 1.9371
H -3.7681 0.9829 -6.8084
C 0.1152 2.2196 0.0251
C 0.5881 2.0020 -1.3072
C -2.8355 -3.1706 -2.8347
H -5.4914 -2.3108 -4.8459
C -0.5532 1.8888 -2.1715
C 0.9973 -2.1205 -1.3601
H -3.8075 -1.5932 -1.5347
C -4.7619 -2.3057 -6.9252
H 2.3178 0.2885 0.5919
C -1.3688 -1.3796 -3.6820
H -1.8903 -2.2559 -7.1296
C -4.5887 -2.5128 -5.4403
C -1.3088 2.2814 -0.0188
*
```

LUMO level (alpha / beta) in eV: 0.3 / 0.3
HOMO (alpha / beta) in eV: -7.47 / -7.53


| no. | total energy (a.u.) |
| --- | --- |
| 1 | -1698.8596 |
| 2 | -2203.9961 |